# 1
{
  "formula": "C52H132N8O18",
  "method": "the ωB97M-V functional and the def2-TZVPD basis",
  "species": ["C", "C", "O", "H", "H", "H", "H", "H", "H", "C", "C", "O", "H", "H", "H", "H", "H", "H", "C", "O", "C", "C", "N", "C", "C", "O", "C", "H", "H", "H", "H", "H", "H", "H", "H", "H", "H", "H", "H", "H", "H", "H", "C", "O", "C", "C", "N", "C", "C", "O", "C", "H", "H", "H", "H", "H", "H", "H", "H", "H", "H", "H", "H", "H", "H", "H", "C", "O", "C", "C", "N", "C", "C", "O", "C", "H", "H", "H", "H", "H", "H", "H", "H", "H", "H", "H", "H", "H", "H", "H", "C", "O", "C", "C", "N", "C", "C", "O", "C", "H", "H", "H", "H", "H", "H", "H", "H", "H", "H", "H", "H", "H", "H", "H", "C", "O", "C", "C", "N", "C", "C", "O", "C", "H", "H", "H", "H", "H", "H", "H", "H", "H", "H", "H", "H", "H", "H", "H", "C", "O", "C", "C", "N", "C", "C", "O", "C", "H", "H", "H", "H", "H", "H", "H", "H", "H", "H", "H", "H", "H", "H", "H", "C", "O", "C", "C", "N", "C", "C", "O", "C", "H", "H", "H", "H", "H", "H", "H", "H", "H", "H", "H", "H", "H", "H", "H", "C", "O", "C", "C", "N", "C", "C", "O", "C", "H", "H", "H", "H", "H", "H", "H", "H", "H", "H", "H", "H", "H", "H", "H"],
  "xyz": [[21.399, 5.281, -23.979], [21.647, 4.415, -25.214], [20.566, 4.636, -26.150], [21.830, 4.777, -23.114], [20.352, 5.542, -23.869], [21.979, 6.201, -24.102], [21.583, 3.368, -24.906], [22.587, 4.630, -25.718], [20.341, 3.791, -26.546], [32.518, 4.984, -24.122], [31.269, 4.255, -24.615], [30.082, 4.617, -23.934], [33.349, 4.691, -24.767], [32.714, 4.762, -23.075], [32.415, 6.057, -24.302], [31.463, 3.195, -24.405], [31.159, 4.453, -25.678], [30.291, 4.719, -23.001], [29.475, 0.204, -21.544], [29.524, 0.828, -22.823], [29.711, -0.075, -23.898], [28.471, -0.170, -24.770], [28.544, 0.658, -25.998], [29.076, 2.016, -25.780], [28.466, 2.947, -26.791], [27.069, 2.919, -26.641], [26.355, 3.344, -27.759], [30.466, -0.128, -21.241], [28.694, -0.565, -21.569], [29.057, 0.939, -20.853], [30.107, -1.046, -23.580], [30.542, 0.323, -24.495], [27.624, 0.173, -24.163], [28.307, -1.201, -25.088], [27.568, 0.778, -26.244], [30.162, 1.950, -25.780], [28.867, 2.375, -24.758], [28.746, 2.625, -27.804], [28.831, 3.966, -26.608], [26.577, 4.382, -28.037], [25.294, 3.213, -27.560], [26.584, 2.732, -28.647], [21.928, 2.710, -21.019], [22.639, 1.534, -20.661], [21.971, 0.766, -19.702], [22.602, -0.587, -19.499], [24.066, -0.503, -19.309], [24.435, -0.033, -17.978], [24.057, -0.974, -16.839], [25.174, -1.466, -16.124], [25.967, -2.320, -16.889], [22.522, 3.521, -21.433], [21.204, 3.137, -20.318], [21.297, 2.297, -21.824], [20.892, 0.646, -19.906], [21.926, 1.306, -18.740], [22.392, -1.273, -20.323], [22.184, -1.072, -18.617], [24.371, 0.168, -20.005], [24.063, 0.989, -17.791], [25.520, 0.104, -17.968], [23.484, -1.833, -17.214], [23.409, -0.458, -16.130], [26.464, -1.863, -17.750], [25.397, -3.172, -17.302], [26.695, -2.806, -16.239], [21.090, 1.378, -12.318], [20.337, 0.924, -13.424], [18.985, 1.297, -13.344], [18.198, 0.686, -14.517], [18.991, 0.497, -15.724], [19.145, 1.685, -16.553], [20.303, 2.592, -16.132], [20.766, 3.316, -17.263], [22.134, 3.624, -17.202], [21.084, 2.470, -12.274], [22.101, 0.996, -12.443], [20.692, 0.958, -11.386], [18.861, 2.390, -13.344], [18.585, 0.906, -12.397], [17.355, 1.338, -14.740], [17.816, -0.295, -14.227], [19.899, 0.130, -15.469], [18.229, 2.276, -16.552], [19.380, 1.371, -17.574], [21.123, 1.998, -15.714], [19.998, 3.335, -15.380], [22.744, 2.729, -16.994], [22.286, 4.358, -16.404], [22.513, 3.912, -18.184], [23.338, 11.132, -20.906], [23.763, 11.642, -22.151], [23.728, 10.652, -23.164], [24.017, 11.325, -24.480], [23.163, 12.481, -24.683], [23.580, 13.254, -25.846], [22.680, 14.450, -26.023], [22.796, 15.284, -24.903], [21.981, 16.427, -24.973], [23.466, 11.971, -20.225], [23.930, 10.259, -20.603], [22.288, 10.816, -20.916], [22.755, 10.143, -23.165], [24.497, 9.906, -22.918], [23.858, 10.650, -25.329], [25.097, 11.550, -24.553], [23.234, 13.108, -23.889], [23.532, 12.630, -26.743], [24.614, 13.637, -25.787], [21.656, 14.101, -26.233], [22.941, 14.997, -26.945], [21.906, 16.822, -25.994], [22.421, 17.189, -24.332], [20.954, 16.220, -24.649], [25.039, 2.308, -22.945], [25.053, 3.711, -23.138], [26.384, 4.132, -23.346], [26.557, 5.624, -23.276], [26.055, 6.258, -22.025], [24.701, 6.742, -22.155], [24.234, 7.311, -20.833], [24.220, 6.279, -19.853], [23.866, 6.792, -18.602], [25.781, 1.859, -23.611], [24.065, 1.897, -23.217], [25.199, 2.062, -21.892], [26.765, 3.799, -24.325], [27.044, 3.654, -22.604], [26.013, 6.125, -24.084], [27.606, 5.911, -23.359], [26.236, 5.569, -21.293], [24.005, 5.945, -22.456], [24.683, 7.531, -22.911], [23.218, 7.712, -20.948], [24.938, 8.076, -20.481], [24.526, 7.595, -18.237], [23.891, 6.023, -17.828], [22.851, 7.215, -18.575], [26.247, 3.758, -19.381], [27.132, 4.754, -19.854], [27.632, 5.550, -18.800], [28.789, 6.373, -19.387], [28.384, 7.625, -20.022], [27.579, 8.511, -19.189], [27.529, 9.866, -19.843], [26.945, 10.834, -19.002], [26.839, 12.070, -19.681], [26.744, 3.127, -18.637], [25.903, 3.134, -20.206], [25.330, 4.191, -18.963], [27.955, 5.048, -17.880], [26.817, 6.215, -18.491], [29.319, 5.719, -20.074], [29.378, 6.711, -18.525], [27.908, 7.403, -20.895], [28.060, 8.553, -18.204], [26.596, 8.051, -19.044], [26.886, 9.747, -20.736], [28.525, 10.157, -20.193], [26.016, 12.008, -20.404], [27.740, 12.300, -20.258], [26.636, 12.820, -18.921], [25.924, 6.016, -15.192], [24.583, 6.260, -14.921], [24.202, 7.580, -14.636], [24.572, 8.015, -13.227], [23.915, 7.176, -12.236], [24.211, 7.529, -10.860], [23.666, 8.895, -10.429], [22.269, 8.845, -10.599], [21.599, 9.917, -10.002], [25.978, 4.965, -15.470], [26.649, 6.193, -14.381], [26.379, 6.636, -15.986], [23.115, 7.645, -14.718], [24.664, 8.286, -15.340], [24.312, 9.084, -13.149], [25.659, 7.954, -13.103], [22.920, 7.280, -12.418], [25.298, 7.524, -10.758], [23.739, 6.809, -10.192], [24.093, 9.719, -11.016], [23.953, 9.075, -9.384], [21.999, 10.887, -10.314], [21.586, 9.854, -8.905], [20.544, 9.865, -10.281], [14.624, 8.649, -15.422], [15.488, 7.877, -16.233], [16.628, 7.343, -15.557], [17.121, 6.164, -16.344], [18.057, 6.555, -17.391], [18.342, 5.416, -18.264], [19.396, 5.690, -19.283], [19.062, 6.853, -20.003], [20.091, 7.264, -20.849], [13.610, 8.469, -15.773], [14.882, 9.708, -15.526], [14.694, 8.391, -14.362], [16.405, 7.094, -14.513], [17.366, 8.154, -15.503], [16.240, 5.623, -16.727], [17.637, 5.432, -15.711], [17.533, 7.219, -17.957], [17.401, 5.123, -18.764], [18.630, 4.535, -17.687], [19.411, 4.832, -19.974], [20.387, 5.784, -18.818], [20.934, 7.675, -20.265], [19.796, 8.086, -21.500], [20.514, 6.451, -21.454]],
  "largest_force_ev_per_a": 2.317,
  "spin_multiplicity": 1,
  "orbital_gap_ev": 8.7,
  "total_energy_ev": -104828.102,
  "homo_energy_ev": -8.2,
  "lumo_ev": 0.5,
  "smiles": "COCCNCCOC.COCCNCCOC.COCCNCCOC.COCCNCCOC.COCCNCCOC.COCCNCCOC.COCCNCCOC.COCCNCCOC.CCO.CCO"
}


# 2
{
  "formula": "C4H11N2O",
  "method": "the ωB97M-V functional and the def2-TZVPD basis",
  "species": ["C", "N", "C", "C", "N", "C", "O", "H", "H", "H", "H", "H", "H", "H", "H", "H", "H", "H"],
  "xyz": [[1.080, -0.376, 0.647], [1.138, -0.732, 2.167], [-0.323, -0.553, 0.086], [-0.728, -2.160, 0.003], [-0.388, 0.119, -1.256], [0.002, 1.557, -1.240], [-0.777, 2.401, -0.562], [1.454, 0.555, 0.416], [1.715, -1.029, 0.162], [0.421, -1.496, 2.476], [0.627, 0.119, 2.576], [-0.985, 0.055, 0.739], [-1.538, -2.278, -0.655], [0.025, -2.685, -0.640], [-0.886, -2.493, 1.089], [-1.233, 0.053, -1.708], [0.053, 1.845, -2.371], [1.122, 1.625, -0.941]],
  "largest_force_ev_per_a": 4.396,
  "spin_multiplicity": 1,
  "orbital_gap_ev": 6.3,
  "charge": -1,
  "total_energy_ev": -9352.374,
  "homo_energy_ev": -2.4,
  "lumo_ev": 3.9,
  "smiles": "C[C@@H](CN)NC[O-]"
}


# 3
{
  "formula": "C5H15NO5",
  "method": "the ωB97M-V functional and the def2-TZVPD basis",
  "species": ["O", "C", "C", "C", "C", "C", "O", "N", "H", "H", "H", "H", "H", "H", "H", "H", "H", "H", "H", "O", "H", "H", "O", "H", "H", "O"],
  "xyz": [[2.630, 0.229, -0.431], [2.294, 1.108, 0.330], [0.889, 1.359, 0.732], [0.268, 0.363, 1.781], [-1.148, -0.062, 1.353], [-1.238, -1.298, 0.571], [-1.430, -1.192, -0.639], [0.591, 2.768, 1.066], [3.104, 1.636, 0.813], [0.293, 1.084, -0.170], [1.022, -0.444, 1.741], [0.265, 0.893, 2.740], [-1.933, -0.091, 2.107], [-1.550, 0.862, 0.861], [-1.415, -2.305, 1.006], [0.486, 3.272, 0.192], [-0.311, 2.922, 1.507], [-1.947, 1.357, -0.519], [-3.137, 0.782, -1.192], [-2.841, 1.622, -0.810], [0.782, -3.201, -0.440], [1.519, -2.026, -0.829], [0.929, -2.294, -0.120], [0.230, -1.074, -2.816], [-0.746, -2.009, -2.149], [-0.164, -1.953, -2.944]],
  "largest_force_ev_per_a": 3.454,
  "spin_multiplicity": 1,
  "orbital_gap_ev": 10.5,
  "total_energy_ev": -17153.975,
  "homo_energy_ev": -10.1,
  "lumo_ev": 0.4,
  "smiles": "N[C@@H](C=O)CCC=O.O.O.O"
}


# 4
{
  "formula": "C16H52AsF6N6O10",
  "method": "the ωB97M-V functional and the def2-TZVPD basis",
  "species": ["As", "F", "F", "F", "F", "F", "F", "C", "O", "H", "H", "H", "H", "C", "O", "H", "H", "H", "H", "C", "O", "H", "H", "H", "H", "C", "O", "H", "H", "H", "H", "C", "O", "N", "N", "H", "H", "H", "H", "C", "O", "N", "N", "H", "H", "H", "H", "C", "O", "N", "N", "H", "H", "H", "H", "C", "C", "C", "O", "H", "H", "H", "H", "H", "H", "H", "H", "C", "C", "C", "O", "H", "H", "H", "H", "H", "H", "H", "H", "C", "C", "C", "O", "H", "H", "H", "H", "H", "H", "H", "H"],
  "xyz": [[-0.133, 0.422, 0.019], [-0.614, 1.138, 1.524], [1.224, 1.470, -0.128], [0.238, -0.325, -1.498], [-1.465, -0.705, 0.224], [-1.151, 1.577, -0.769], [0.845, -0.732, 0.863], [-1.220, 1.549, -4.067], [-1.810, 2.812, -3.810], [-1.804, 0.686, -3.750], [-0.983, 1.383, -5.128], [-0.244, 1.614, -3.590], [-2.615, 2.948, -4.315], [0.661, 3.923, 2.647], [1.880, 4.425, 3.197], [0.600, 2.837, 2.739], [-0.196, 4.309, 3.211], [0.586, 4.242, 1.609], [2.283, 3.740, 3.738], [-3.277, 1.767, 3.648], [-3.187, 1.998, 2.253], [-2.953, 0.761, 3.921], [-2.684, 2.493, 4.221], [-4.314, 1.953, 3.932], [-2.342, 1.627, 1.968], [-2.831, 4.392, -0.415], [-3.614, 3.628, -1.360], [-2.012, 3.747, -0.114], [-2.395, 5.251, -0.942], [-3.459, 4.844, 0.347], [-2.951, 3.007, -1.681], [4.144, -1.689, -0.824], [5.338, -1.614, -1.053], [3.624, -2.545, 0.112], [3.163, -1.036, -1.519], [4.155, -3.276, 0.544], [2.630, -2.535, 0.264], [3.555, -0.408, -2.199], [2.205, -0.994, -1.222], [0.642, 5.281, -1.984], [1.463, 6.074, -1.556], [0.615, 3.963, -1.642], [-0.403, 5.639, -2.794], [0.036, 3.281, -2.104], [1.241, 3.514, -0.998], [-0.496, 6.597, -3.068], [-0.969, 4.900, -3.178], [-1.279, -2.921, 3.712], [-0.552, -3.492, 4.513], [-0.831, -2.257, 2.613], [-2.648, -2.858, 3.881], [-1.430, -1.860, 1.914], [0.161, -2.109, 2.586], [-3.212, -2.340, 3.229], [-3.067, -3.411, 4.602], [-4.006, -2.189, -1.752], [-4.411, -2.464, -0.325], [-4.018, -3.806, 0.256], [-4.142, -1.377, 0.550], [-4.393, -1.242, -2.132], [-4.393, -2.943, -2.444], [-2.919, -2.157, -1.894], [-5.511, -2.482, -0.350], [-4.559, -3.983, 1.186], [-2.939, -3.915, 0.392], [-4.350, -4.636, -0.379], [-3.209, -1.144, 0.436], [5.599, 0.897, 3.138], [4.845, 1.821, 2.209], [4.454, 1.206, 0.879], [3.705, 2.293, 2.934], [6.484, 0.424, 2.704], [4.978, 0.025, 3.370], [5.896, 1.449, 4.028], [5.482, 2.689, 1.984], [4.064, 2.004, 0.240], [3.680, 0.451, 1.027], [5.285, 0.751, 0.341], [3.135, 2.698, 2.269], [0.812, -3.999, -2.020], [1.446, -5.070, -2.899], [1.157, -6.478, -2.403], [0.939, -5.002, -4.231], [-0.261, -3.877, -2.155], [1.287, -3.024, -2.181], [1.098, -4.171, -0.978], [2.529, -4.899, -2.853], [1.341, -6.584, -1.333], [1.810, -7.182, -2.919], [0.102, -6.701, -2.569], [0.838, -4.070, -4.446]],
  "largest_force_ev_per_a": 1.772,
  "spin_multiplicity": 1,
  "orbital_gap_ev": 9.6,
  "charge": -1,
  "total_energy_ev": -124003.297,
  "homo_energy_ev": -7.5,
  "lumo_ev": 2.1
}


# 5
{
  "formula": "C3H9N",
  "method": "the ωB97M-V functional and the def2-TZVPD basis",
  "species": ["C", "N", "C", "C", "H", "H", "H", "H", "H", "H", "H", "H", "H"],
  "xyz": [[-2.034, 2.529, -0.418], [0.055, -0.737, 0.921], [0.609, -1.889, 0.528], [0.927, 0.061, 0.337], [-1.049, 2.596, -0.869], [-2.742, 2.201, -1.193], [-2.069, 1.762, 0.346], [0.000, -2.509, -0.130], [-2.435, 3.452, -0.009], [1.655, -2.170, 0.654], [3.288, -2.002, -4.180], [3.397, -2.422, -4.773], [1.998, -0.114, 0.617]],
  "largest_force_ev_per_a": 1.405,
  "spin_multiplicity": 1,
  "orbital_gap_ev": 8.3,
  "total_energy_ev": -4740.891,
  "homo_energy_ev": -8.4,
  "lumo_ev": -0.1
}


# 6
{
  "formula": "C6H10F3NOS",
  "method": "the ωB97M-V functional and the def2-TZVPD basis",
  "species": ["C", "C", "C", "C", "C", "C", "N", "O", "F", "F", "F", "S", "H", "H", "H", "H", "H", "H", "H", "H", "H", "H"],
  "xyz": [[-0.958, -1.127, 1.274], [-1.739, -1.195, 2.616], [-0.528, 0.117, -2.349], [0.355, 2.028, -0.678], [0.524, 0.851, -1.586], [1.375, -0.939, 0.419], [0.377, -0.961, 1.447], [-1.516, -1.162, 0.199], [0.058, 3.122, -1.457], [1.635, -2.090, -0.226], [2.461, -0.244, 0.811], [2.057, 0.855, -2.388], [-1.810, -2.201, 2.885], [-2.859, -0.861, 2.319], [-1.333, -0.566, 3.448], [-1.073, 0.822, -2.872], [-1.297, -0.440, -1.641], [-0.094, -0.539, -3.119], [1.277, 2.238, -0.178], [-0.462, 1.895, 0.074], [0.754, -0.904, 2.285], [2.796, 1.302, -1.283]],
  "largest_force_ev_per_a": 5.504,
  "spin_multiplicity": 1,
  "orbital_gap_ev": [8.8, 7.3],
  "total_energy_ev": -28905.772,
  "homo_energy_ev": [-8.5, -7.3],
  "lumo_ev": [0.3, 0.1]
}


# 7
{
  "formula": "C3H7N2",
  "method": "the ωB97M-V functional and the def2-TZVPD basis",
  "species": ["C", "C", "C", "N", "N", "H", "H", "H", "H", "H", "H", "H"],
  "xyz": [[0.165, -0.764, 0.198], [0.047, 0.568, 0.809], [0.973, 1.653, 0.599], [0.063, 1.629, -0.275], [-0.765, -0.793, -0.952], [1.205, -0.755, -0.388], [0.069, -1.566, 0.894], [-0.756, 0.545, 1.525], [1.890, 2.032, 0.925], [-0.444, -0.201, -1.712], [-0.729, -1.826, -1.004], [-1.716, -0.520, -0.618]],
  "largest_force_ev_per_a": 5.436,
  "spin_multiplicity": 1,
  "orbital_gap_ev": 11.3,
  "charge": 1,
  "total_energy_ev": -6194.994,
  "homo_energy_ev": -15.0,
  "lumo_ev": -3.8,
  "smiles": "[NH3+]C[C@H]1C=N1"
}


# 8
{
  "formula": "CH2N2O2S",
  "method": "the ωB97M-V functional and the def2-TZVPD basis",
  "species": ["C", "N", "N", "O", "O", "S", "H", "H"],
  "xyz": [[0.812, -0.545, -0.714], [0.046, -0.273, 0.366], [-0.677, 0.948, 0.570], [-0.424, 1.825, -0.211], [-1.476, 1.033, 1.443], [1.110, -2.086, -1.193], [0.924, 0.268, -1.345], [-0.315, -1.170, 1.085]],
  "largest_force_ev_per_a": 5.645,
  "spin_multiplicity": 1,
  "orbital_gap_ev": 8.5,
  "total_energy_ev": -18975.268,
  "homo_energy_ev": -9.5,
  "lumo_ev": -1.0,
  "smiles": "O=[N+]([O-])NC=S"
}


So what do the calculations give for ΔE to the lowest compared entry with this formula, charge and spin? Going down the list: 169.9, 204.2, 246.2, 0.0, 600.0, 92.5, 242.9, 584.7 kJ/mol.